Entry 1:
ORCA calculation (wB97M-V/def2-TZVPD) on a 2-piece molecular cluster, C13H26BBr2F3O7PSSi overall in a non-equilibrium geometry.

Calculated values
- net charge = -1
- HOMO level (eV) = -3.19
- F_max (eV/Å) = 3.0

CARTESIAN COORDINATES (ANGSTROEM)
C: -3.715 -0.440 0.757
C: -2.375 -0.142 0.780
P: -0.973 -0.781 -0.387
C: -0.157 0.966 -0.243
C: 0.814 1.523 -1.270
O: 0.201 2.040 -2.465
C: 2.066 0.753 -1.643
F: 2.741 0.364 -0.557
F: 2.920 1.638 -2.280
F: 1.917 -0.238 -2.532
B: -2.060 -0.174 -1.972
O: -2.755 1.047 -2.013
O: -2.138 -0.922 -3.159
C: 0.150 -1.440 1.206
Br: -0.382 -1.036 3.065
C: 1.258 -2.183 1.184
C: 2.063 -2.636 2.383
Br: 2.002 -2.872 -0.443
Si: -1.907 -2.865 -0.621
C: -1.029 -3.836 -2.022
C: -3.745 -3.053 -1.074
C: -1.714 -3.979 0.917
H: -4.301 -0.136 -0.114
H: -4.258 -1.026 1.496
H: -2.080 0.608 1.520
H: 0.050 -1.165 -1.345
H: -0.971 1.692 -0.193
H: 0.323 1.029 0.736
H: 1.235 2.423 -0.818
H: 0.454 1.497 -3.217
H: -2.395 1.528 -2.766
H: -3.047 -0.807 -3.464
H: 1.396 -3.244 2.994
H: 2.914 -3.230 2.071
H: 2.352 -1.775 2.978
H: -1.728 -4.138 -2.801
H: -0.310 -3.155 -2.477
H: -0.530 -4.716 -1.620
H: -4.105 -2.488 -1.929
H: -3.865 -4.109 -1.347
H: -4.391 -2.930 -0.206
H: -1.969 -3.451 1.837
H: -0.706 -4.385 0.997
H: -2.396 -4.834 0.858
C: 3.309 5.932 1.089
C: 3.234 5.758 2.591
O: 2.621 4.480 2.771
S: 3.053 3.498 1.572
O: 4.135 2.694 2.004
O: 1.880 2.948 1.006
O: 3.632 4.632 0.591
H: 2.344 6.231 0.673
H: 4.071 6.646 0.788
H: 2.641 6.530 3.075
H: 4.230 5.728 3.039

Atomic partial charges in e from the Löwdin method, atoms 1 to 4: C -0.106; C -0.340; P 0.509; C -0.245

---

Entry 2:
ORCA calculation (wB97M-V/def2-TZVPD) on a 6-piece molecular cluster, C13H26BN2O23S5 overall in a non-equilibrium geometry.

Calculated values
- net charge = +1
- HOMO level (eV) = -12.92
- F_max (eV/Å) = 2.8

CARTESIAN COORDINATES (ANGSTROEM)
O: 4.469 4.003 0.707
B: 3.800 4.398 1.825
O: 4.240 4.226 3.118
O: 2.507 5.029 1.656
C: 1.472 4.216 1.692
C: 1.410 2.850 1.809
N: 0.058 2.516 1.749
C: -0.653 3.613 1.611
N: 0.170 4.671 1.570
H: 4.139 3.137 0.430
H: 4.067 3.316 3.391
H: 2.159 2.082 1.907
H: -0.315 1.573 1.792
H: -1.728 3.637 1.517
H: -0.129 5.627 1.443
C: -0.901 -1.596 -1.762
C: -2.113 -2.156 -1.060
O: -1.810 -2.020 0.343
S: -0.924 -0.733 0.560
O: -1.758 0.359 0.972
O: 0.235 -1.079 1.308
O: -0.498 -0.469 -0.959
H: -0.082 -2.317 -1.776
H: -1.120 -1.279 -2.778
H: -2.298 -3.196 -1.314
H: -3.008 -1.567 -1.271
C: -3.247 -6.137 3.442
C: -4.619 -5.506 3.353
O: -4.388 -4.113 3.607
S: -2.947 -3.698 3.037
O: -3.098 -3.108 1.753
O: -2.228 -3.043 4.070
O: -2.365 -5.176 2.843
H: -2.940 -6.282 4.480
H: -3.189 -7.084 2.913
H: -5.316 -5.915 4.079
H: -5.040 -5.604 2.350
C: 7.724 7.518 -0.794
C: 6.541 8.055 -1.569
O: 6.128 6.960 -2.395
S: 6.406 5.575 -1.631
O: 5.209 5.135 -0.999
O: 7.149 4.728 -2.490
O: 7.377 6.159 -0.496
H: 8.631 7.515 -1.401
H: 7.907 8.071 0.124
H: 6.796 8.917 -2.179
H: 5.713 8.313 -0.904
C: -6.392 -0.026 -0.618
C: -7.421 0.676 -1.479
O: -7.235 0.119 -2.785
S: -6.771 -1.411 -2.656
O: -7.905 -2.247 -2.799
O: -5.591 -1.588 -3.424
O: -6.373 -1.374 -1.098
H: -5.396 0.403 -0.759
H: -6.647 -0.005 0.439
H: -7.285 1.753 -1.502
H: -8.438 0.445 -1.152
C: 3.389 -5.626 -1.388
C: 3.167 -4.234 -1.940
O: 2.188 -4.410 -2.972
S: 1.197 -5.608 -2.570
O: 0.026 -5.047 -1.987
O: 1.141 -6.523 -3.647
O: 2.089 -6.230 -1.395
H: 4.043 -6.213 -2.035
H: 3.795 -5.614 -0.380
H: 4.074 -3.795 -2.346
H: 2.748 -3.568 -1.181

Atomic partial charges in e from the Löwdin method, atoms 1 to 4: O 0.175; B -0.696; O 0.214; O 0.216

---

- Among the records above, which one has the lowest F_max?
  C13H26BN2O23S5